No. 1
The following is a DFT calculation (wB97M-V/def2-TZVPD) of an isolated molecule of C2H3F2N in a non-equilibrium geometry.

As for the SMILES: F[C@@H]1CN1F. The LUMO energy is 0.044 Ha. The calculation puts the total energy at -332.3624 a.u. The gap between HOMO and LUMO is 11.4 eV. The value obtained for the energy above the lowest of the compared OMol25 structures with the same formula, charge and spin is 250.55 kJ/mol. The HOMO energy comes out at -0.375 hartree. The molecular weight is 79.05 g/mol. The multiplicity is 1.

Geometry (Å):
1 C -0.01181 -0.01428 -0.87042
2 C -0.33773 0.43883 0.58131
3 N 0.07408 -0.90098 0.21826
4 F -1.55594 0.44238 1.07653
5 F 1.42423 -1.12992 0.44334
6 H -0.79591 -0.22762 -1.49465
7 H 0.91877 0.35935 -1.24993
8 H 0.28431 1.03224 1.29557

=====

No. 2
The following is a DFT calculation (wB97M-V/def2-TZVPD) of the ion C8H13INO with charge +1 in a non-equilibrium geometry.

The LUMO energy is -0.150 Ha. The calculation puts the total energy at -739.8160 a.u. The total charge is +1. The gap between HOMO and LUMO is 7.4 eV. The HOMO energy comes out at -0.424 hartree. The molecular weight is 266.10 g/mol. The multiplicity is 1.

Geometry (Å):
1 C -2.51678 1.57610 0.38124
2 C -1.44327 2.23802 0.67512
3 C -2.67251 0.35659 -0.35780
4 C -1.90197 -0.79561 0.46910
5 C -0.67167 -1.35993 -0.24199
6 C 0.29936 -0.45939 -0.81910
7 C 2.89583 -0.18102 0.98148
8 C 2.57506 0.31832 -0.40405
9 N 1.87794 -0.76951 -1.12814
10 O -0.58473 -1.01438 -1.67121
11 I 0.65682 1.74077 -0.16904
12 H -3.50591 1.77678 0.92289
13 H -1.31036 3.08010 1.35469
14 H -3.64760 0.08979 -0.59016
15 H -2.19728 0.42206 -1.36205
16 H -1.41856 -0.27133 1.38454
17 H -2.56223 -1.61177 0.58766
18 H -0.44503 -2.42356 -0.04058
19 H 3.37839 0.59402 1.65779
20 H 1.97574 -0.60665 1.32374
21 H 3.61971 -0.93794 0.92942
22 H 3.44335 0.73666 -1.08349
23 H 2.24057 -1.59838 -0.61099
24 H 1.91513 -0.89973 -2.18906

=====

No. 3
The following is a DFT calculation (wB97M-V/def2-TZVPD) of a cluster of 3 separate species, C4H14N2O2 in total in a non-equilibrium geometry.

The LUMO energy is -0.085 Ha. The calculation puts the total energy at -420.5614 a.u. The gap between HOMO and LUMO is 6.2 eV. The value obtained for the energy above the lowest of the compared OMol25 structures with the same formula, charge and spin is 639.90 kJ/mol. The HOMO energy comes out at -0.314 hartree. The molecular weight is 122.17 g/mol. The multiplicity is 1.

Geometry (Å):
1 C -0.57657 0.03780 1.27174
2 C 0.92167 0.08912 1.45002
3 C 1.69807 1.23775 0.85390
4 N 1.91186 1.03286 -0.60732
5 N -1.10072 -1.29169 1.26094
6 C -1.52220 -1.58632 -0.23321
7 O -0.53013 -1.25426 -1.03818
8 H -1.07192 0.41864 0.23195
9 H -1.03701 0.70916 1.99794
10 H 1.31357 -0.84746 0.96669
11 H 1.10244 0.07594 2.50994
12 H 2.66482 1.44080 1.34270
13 H 1.24254 2.20136 1.09654
14 H 1.09245 0.52377 -0.93552
15 H 1.74642 1.92326 -1.07358
16 H -0.31604 -1.90554 1.40290
17 H -2.48812 -1.01338 -0.31894
18 H -1.85082 -2.63018 -0.29485
19 H -1.18303 1.17327 -0.25891
20 H -0.21803 -0.00166 -3.85885
21 H -0.91955 -0.55034 -2.56748
22 O -0.87971 0.21710 -3.19843

=====

No. 4
The following is a DFT calculation (wB97M-V/def2-TZVPD) of a structure of composition C30H38AgNO2PS.

The LUMO energy is -0.085 Ha. The calculation puts the total energy at -2257.5244 a.u. The total charge is +1. The gap between HOMO and LUMO is 8.7 eV. The HOMO energy comes out at -0.405 hartree. The molecular weight is 615.55 g/mol. The multiplicity is 1.

Geometry (Å):
1 Ag -0.81607 0.33830 0.47890
2 C -3.71130 -1.00013 1.44950
3 C -3.48396 -2.46351 1.08467
4 C -4.27132 -3.35386 2.04655
5 C -2.00722 -2.85727 1.12431
6 C -1.75739 -4.29800 0.63475
7 O -0.80308 -4.15547 -0.44161
8 C -0.54392 -2.84387 -0.56017
9 N -1.14635 -2.05078 0.23354
10 C 0.44357 -2.51501 -1.61444
11 C 0.40940 -3.30404 -2.76105
12 C 1.30031 -3.08573 -3.79916
13 C 2.25363 -2.09043 -3.68028
14 C 2.31190 -1.31464 -2.52935
15 C 1.41366 -1.50499 -1.48567
16 P 1.47351 -0.44748 0.00959
17 C 1.81902 -1.61948 1.36225
18 C 2.43389 -2.85226 1.15725
19 C 2.67406 -3.69791 2.23340
20 C 2.31129 -3.31418 3.51728
21 C 1.70609 -2.08223 3.73072
22 C 1.45576 -1.24144 2.65528
23 C 3.00309 0.51944 -0.17318
24 C 4.19533 0.18474 0.46105
25 C 5.32453 0.97398 0.27439
26 C 5.27171 2.09001 -0.54700
27 C 4.08461 2.42898 -1.18456
28 C 2.95470 1.65056 -0.99015
29 H -4.77872 -0.77668 1.48918
30 H -3.27808 -0.31957 0.71839
31 H -3.28657 -0.77598 2.43326
32 H -3.84110 -2.63188 0.06154
33 H -3.94890 -3.18025 3.07860
34 H -4.15543 -4.41745 1.83141
35 H -5.33469 -3.12103 1.98701
36 H -1.64760 -2.72089 2.14933
37 H -2.64957 -4.77000 0.22956
38 H -1.31795 -4.94602 1.38847
39 H -0.32209 -4.09831 -2.83363
40 H 1.25553 -3.70089 -4.68956
41 H 2.96680 -1.91953 -4.47652
42 H 3.08235 -0.56201 -2.44299
43 H 2.72256 -3.15558 0.15711
44 H 3.14886 -4.65759 2.06806
45 H 2.50370 -3.97440 4.35429
46 H 1.42536 -1.78102 4.73215
47 H 0.97801 -0.28267 2.81661
48 H 4.24376 -0.68096 1.10929
49 H 6.24815 0.71599 0.77668
50 H 6.15561 2.69901 -0.69127
51 H 4.04122 3.30186 -1.82368
52 H 2.02454 1.90628 -1.48569
53 C -2.99157 3.08160 -3.60288
54 C -2.58263 4.27059 -2.73211
55 C -2.71912 4.00937 -1.22941
56 S -1.46843 2.83371 -0.65434
57 O -1.99361 2.26591 0.66613
58 C -0.11121 4.00312 -0.26416
59 C 0.16098 4.09950 1.23344
60 C -0.85949 4.95782 1.97691
61 H -2.84529 3.30824 -4.65951
62 H -4.04683 2.84233 -3.45443
63 H -2.40616 2.18949 -3.37348
64 H -3.21182 5.12725 -2.97746
65 H -1.55538 4.57472 -2.96092
66 H -3.66752 3.52812 -0.98186
67 H -2.61932 4.91868 -0.63613
68 H -0.38023 4.97541 -0.68297
69 H 0.75265 3.61968 -0.80624
70 H 1.16145 4.51932 1.34942
71 H 0.19353 3.09740 1.66298
72 H -0.89123 5.96733 1.55736
73 H -0.59710 5.04490 3.03167
74 H -1.85687 4.52172 1.91359

=====

No. 5
The following is a DFT calculation (wB97M-V/def2-TZVPD) of a structure of composition CHF2O3 in a non-equilibrium geometry.

The LUMO energy (spin up / spin down) is -0.375 / -0.376 Ha. The calculation puts the total energy at -463.5032 a.u. The total charge is +1. The gap between HOMO and LUMO (spin up / spin down) is 7.9 / 7.8 eV. The value obtained for the energy above the lowest of the compared OMol25 structures with the same formula, charge and spin is 348.71 kJ/mol. The HOMO energy (spin up / spin down) comes out at -0.666 / -0.661 hartree. The molecular weight is 99.01 g/mol. The multiplicity is 1.

Geometry (Å):
1 C 0.63886 -0.20566 -0.03674
2 O -1.20961 -1.54224 -0.59322
3 O -0.86190 0.84340 0.51579
4 O -0.52361 -0.60842 -0.91355
5 F 1.03844 -0.95864 0.86799
6 F 1.46155 0.71298 -0.42036
7 H -0.54373 1.75859 0.58008

=====

No. 6
The following is a DFT calculation (wB97M-V/def2-TZVPD) of the ion CH3NO5P with charge -1 in a non-equilibrium geometry.

The LUMO energy (spin up / spin down) is 0.139 / 0.029 Ha. The calculation puts the total energy at -812.1193 a.u. The total charge is -1. The gap between HOMO and LUMO (spin up / spin down) is 5.1 / 5.9 eV. The HOMO energy (spin up / spin down) comes out at -0.047 / -0.187 hartree. The molecular weight is 140.01 g/mol. The multiplicity is 3.

Geometry (Å):
1 C -1.41028 0.16542 0.15900
2 N -0.46852 0.95106 0.60732
3 O 1.10154 0.22155 -1.29339
4 O -2.57985 0.51555 0.06457
5 O 2.01345 1.97632 0.53152
6 O 1.52808 -1.88822 0.36859
7 O 1.68367 -0.67658 1.10994
8 P 1.23123 0.84409 0.05839
9 H -1.10484 -0.88900 0.06316
10 H -0.79033 1.90070 0.65856
11 H 1.08195 -1.53791 -0.34329